40
Properties=species:S:1:pos:R:3:forces:R:3 method="wB97M-V/def2-TZVPD" smiles="C=CCCN(C1CCCC1)S(=O)(=O)c1ccccc1Br" de_lowest_kcal_mol=0.0 homo_energy_ev=-8.8
C 3.752662 1.624717 -0.896988 -0.919 -5.149 7.069
H -2.460921 -0.166270 -1.722973 -0.304 -0.622 3.666
C 3.477014 -0.365575 0.655971 -0.933 5.719 0.447
C -1.342573 1.585037 2.012316 -3.234 -3.697 3.281
H -4.924337 -0.686563 -1.017551 1.247 -2.744 0.635
H 4.344553 2.371119 -1.095444 2.506 4.208 -2.371
O -0.016338 -1.168014 -2.062217 0.498 -0.722 -0.330
H -2.030937 0.494714 2.058736 1.571 3.085 0.492
C -2.804813 3.222550 0.670464 -1.089 -11.116 5.761
C -2.342149 -0.370235 -0.427820 0.468 9.260 -4.246
H 5.345363 1.080125 0.567228 -1.485 -0.288 0.068
C 2.069850 -0.278659 0.166042 4.091 -4.084 4.428
H -2.996978 0.480040 0.115309 0.059 -3.051 -1.117
C -1.731022 2.839803 -0.182280 -5.962 -9.902 1.681
H -0.454896 1.363021 2.639321 -0.595 0.216 -0.226
H 2.106667 1.885473 -1.999803 -0.879 1.738 -1.817
H -5.711644 -2.347223 -0.858996 1.344 -0.067 0.723
C -2.187851 -1.667662 -0.121384 -3.137 -10.931 -0.065
H -3.719519 -3.412328 0.295958 0.917 1.618 -1.732
H 0.120141 1.781983 0.424097 -1.863 0.366 0.850
H -2.295899 2.309398 -0.972607 1.402 0.847 -0.856
H 3.791858 -0.776526 1.673785 -0.783 -0.288 -1.967
H -1.396539 3.551916 2.305219 0.827 1.849 1.264
H -3.673093 2.227918 0.833459 1.952 3.713 -1.190
H -1.992212 -1.899473 0.925707 0.789 0.348 -0.089
N -1.060919 0.142737 -0.006159 3.312 4.642 -2.244
C 4.265043 0.913529 0.281836 -1.343 -3.051 -2.773
C -2.141638 2.826998 2.401924 9.587 -0.504 -14.503
C -3.532890 -2.405428 -0.286850 -3.875 -0.209 1.322
S 0.049439 0.170360 -1.598703 1.153 -8.006 11.996
H -2.747741 2.808450 3.024323 -9.768 -0.035 10.437
C -1.020815 1.657612 0.635924 4.185 -1.647 -6.175
C -4.724755 -1.836718 -0.692424 0.151 1.565 -0.819
H -1.103936 3.498537 -0.307686 6.268 6.741 -2.381
C 1.628671 0.637039 -0.719392 -10.517 -12.000 4.705
H -1.586229 -2.480612 -0.844021 -0.558 3.033 1.908
Br 1.050406 -1.744169 0.891662 0.543 0.138 -0.022
H -3.043748 4.110288 0.813167 -3.097 7.876 0.615
O -0.116481 1.157973 -2.433485 -2.460 10.238 -8.592
C 2.413259 1.409282 -1.135468 9.929 10.912 -7.833